# 1
The following is a DFT calculation (wB97M-V/def2-TZVPD) of 10 unconnected molecules or ions with the total composition C10H40O10 at a distorted geometry.

Charge: 0
SMILES: CO.CO.CO.CO.CO.CO.CO.CO.CO.CO
DFT total energy in eV: -31488.355
Relative energy (zero: lowest compared OMol25 entry of this formula, charge and spin) in kcal per mole: 110.6

Geometry as XYZ:
```
60
C10H40O10, DFT wB97M-V/def2-TZVPD
C 26.6578 -0.0274 3.3373
O 25.4106 -0.5895 3.6310
H 27.0746 -0.4614 2.4284
H 26.4958 1.0256 3.1073
H 27.3873 -0.2111 4.1262
H 25.3024 -1.3304 3.0302
C 30.2534 -0.7665 5.2984
O 31.3916 -0.9688 4.4584
H 29.5357 -0.0342 4.9284
H 29.6321 -1.6306 5.5338
H 30.6750 -0.4066 6.2369
H 31.1936 -0.6074 3.5913
C 29.2755 6.5726 0.2240
O 28.4310 5.9277 1.1277
H 29.8524 5.8052 -0.2921
H 28.8550 7.1785 -0.5786
H 29.9954 7.2751 0.6441
H 28.1751 6.6052 1.7578
C 28.0465 5.4116 9.2289
O 26.8958 4.9141 9.7499
H 27.9624 6.4926 9.1169
H 28.9052 5.2276 9.8745
H 28.1904 4.9747 8.2407
H 27.1034 4.5632 10.6190
C 27.2651 8.8639 2.5524
O 27.4442 7.5853 3.1366
H 27.7279 9.6351 3.1682
H 27.8491 8.9635 1.6374
H 26.1997 8.9654 2.3458
H 27.1269 7.6689 4.0388
C 27.6964 3.4632 4.9862
O 28.7144 4.0797 4.2748
H 27.5267 3.8880 5.9756
H 26.7995 3.3584 4.3758
H 28.0363 2.4658 5.2653
H 28.4499 4.8850 3.8240
C 28.3090 7.9102 6.0123
O 26.9676 7.4602 6.0435
H 28.8839 7.0531 5.6619
H 28.4828 8.8954 5.5794
H 28.5249 8.0151 7.0756
H 26.3783 7.9239 6.6430
C 31.4713 5.1175 2.7784
O 31.0531 3.8120 2.7398
H 31.9348 5.2827 3.7510
H 32.1766 5.2727 1.9620
H 30.6299 5.8053 2.6945
H 30.0976 3.7663 2.6584
C 31.4898 3.1302 5.9743
O 30.4329 3.9487 6.5213
H 31.1985 2.3866 5.2325
H 32.2111 3.8106 5.5217
H 31.9911 2.6696 6.8256
H 29.7837 4.1963 5.8589
C 27.9222 0.9324 8.4177
O 28.9225 1.8956 8.6323
H 27.7712 0.2319 9.2390
H 26.9411 1.3879 8.2830
H 28.1769 0.3357 7.5418
H 29.0323 2.5299 7.9201
```


# 2
The following is a DFT calculation (wB97M-V/def2-TZVPD) of 10 unconnected molecules or ions with the total composition C10H41N9O11 at a distorted geometry.

Charge: 0
SMILES: COCCNCCOC.NC(N)=O.NC(N)=O.NC(N)=O.NC(N)=O.O.O.O.O.O
DFT total energy in eV: -46966.988
Relative energy (zero: lowest compared OMol25 entry of this formula, charge and spin) in kcal per mole: 52.2

Geometry as XYZ:
```
71
C10H41N9O11, DFT wB97M-V/def2-TZVPD
C 3.4169 5.6679 3.9868
O 4.2896 4.8483 4.8428
C 3.7874 4.2733 6.0505
C 2.7399 3.1380 5.7244
N 1.4125 3.5637 5.6167
C 0.4585 2.8157 4.8056
C 0.4137 3.2904 3.3536
O 0.5488 4.6477 3.0563
C -0.5996 5.5001 3.1914
H 4.0423 6.3679 3.4327
H 2.6782 6.1680 4.6132
H 2.9504 4.9853 3.2765
H 3.3695 5.0660 6.6711
H 4.6944 3.8871 6.5156
H 2.9898 2.3195 6.3995
H 2.9872 2.6008 4.8088
H 1.3340 4.3905 5.0418
H -0.4970 3.0373 5.2810
H 0.3339 1.7417 4.6672
H -0.4523 2.8639 2.8475
H 1.2053 2.6982 2.8943
H -0.9803 5.8182 2.2209
H -0.3141 6.3625 3.7938
H -1.4610 5.0027 3.6372
N 1.3109 -7.3169 -7.6409
C 0.7333 -6.3643 -8.2746
N 0.0286 -5.6197 -7.4634
O 0.8979 -6.1180 -9.4640
H 0.9930 -7.4968 -6.6993
H 1.7843 -8.0588 -8.1367
H -0.4293 -4.8708 -7.9630
H -0.1013 -5.8253 -6.4831
N -3.6028 -1.5608 -1.2906
C -2.7809 -1.8250 -2.2569
N -3.2178 -1.4625 -3.3995
O -1.6464 -2.2534 -2.0753
H -4.5202 -1.1804 -1.4746
H -3.3577 -1.7821 -0.3361
H -4.0263 -0.8572 -3.4024
H -2.6769 -1.4650 -4.2525
N 5.5674 1.1993 -1.8400
C 4.3474 0.8498 -1.9872
N 4.2247 -0.4303 -1.6916
O 3.3548 1.5133 -2.3071
H 5.7184 2.1948 -1.9196
H 6.2298 0.4728 -1.6089
H 3.2987 -0.8105 -1.8259
H 4.9816 -1.0390 -1.4148
N 0.9681 -3.9709 5.1685
C 0.3316 -3.9182 4.0636
N 1.1701 -4.0605 3.0877
O -0.8662 -3.6817 3.9570
H 0.4207 -3.7618 5.9912
H 1.9721 -3.9575 5.2775
H 2.1622 -4.0146 3.2711
H 0.8988 -3.9634 2.1197
O -5.2309 2.9074 -3.7715
H -5.1144 2.8917 -4.7215
H -4.4748 3.3952 -3.4450
O -8.5142 2.9983 0.8202
H -8.9001 3.8309 1.0924
H -7.7453 3.2465 0.3070
O -8.1198 -4.5921 -3.0988
H -7.2525 -4.8927 -2.8272
H -8.7192 -4.9830 -2.4631
O 0.4377 1.9156 -6.5906
H 0.7662 1.9023 -5.6916
H 1.2227 1.8477 -7.1340
O -0.5393 -6.8814 -2.6443
H -0.9079 -7.2537 -1.8432
H -0.4246 -5.9520 -2.4462
```